(1)
# C24H50BrIN3O5

A molecular structure, C24H50BrIN3O5 at a distorted geometry (ωB97M-V/def2-TZVPD, the OMol25 dataset).

**LUMO level**: -4.3 eV
**Gap between HOMO and LUMO**: 5.57 eV
**Maximum force**: 0.0367 hartree/bohr
**Total charge**: +1

Last column: Löwdin charge in e.
Positions of all 84 atoms, in Å:
C -0.76204 -0.16146 -2.40443  0.0240
C -1.78027 -1.01065 -2.54088  -0.1740
C -2.12396 -1.66267 -3.84560  -0.2342
C -2.16287 -3.20498 -3.74672  -0.0937
C -3.52328 -3.62424 -4.32280  -0.8179
I -3.24955 -4.54643 -6.28513  1.0326
O -4.25810 -4.54412 -3.60642  -0.1534
C -5.26199 -4.05629 -2.69932  -0.1775
C -4.75621 -3.19320 -1.55932  -0.2340
C -5.90311 -2.88687 -0.59654  -0.0845
C -4.17946 -2.34286 -4.66994  -0.0912
N -3.47067 -1.30396 -4.43420  0.0221
C -4.02133 0.03706 -4.83089  -0.5991
Br -2.96884 1.51289 -4.18982  0.8824
C -5.48923 0.15175 -4.38422  -0.2677
C -6.06327 1.57094 -4.38088  -0.1235
H -0.79231 0.68723 -1.72402  0.0584
H 0.10483 -0.25275 -3.05585  0.0860
H -2.37773 -1.29298 -1.67670  0.1078
H -1.35364 -1.38783 -4.56880  0.1603
H -1.34270 -3.66312 -4.28601  0.1005
H -2.15590 -3.55858 -2.71687  0.1288
H -6.07381 -3.55761 -3.24212  0.1294
H -5.70072 -4.96286 -2.28504  0.1418
H -3.92474 -3.67386 -1.04210  0.1248
H -4.40209 -2.23111 -1.94440  0.0820
H -5.58439 -2.17078 0.15920  0.0803
H -6.24876 -3.78807 -0.09190  0.0847
H -6.73941 -2.42686 -1.12607  0.0794
H -5.16074 -2.30346 -5.11988  0.1476
H -3.94257 0.08972 -5.91432  0.1151
H -6.08756 -0.45630 -5.06524  0.1077
H -5.56279 -0.29022 -3.38753  0.1154
H -5.60302 2.21137 -5.12959  0.0652
H -7.12516 1.51833 -4.61888  0.0829
H -5.98253 2.02281 -3.39603  0.0765
C -0.37264 5.16975 3.84525  -0.1139
O 0.14653 5.70520 2.64613  -0.1910
C 1.56443 5.69588 2.54111  -0.2115
C 2.05286 4.64944 1.56225  -0.2118
N 1.84732 3.29983 2.06813  -0.0436
C 2.01595 2.23025 1.09245  -0.1995
C 1.18560 2.24514 -0.18547  -0.2160
O -0.19877 1.97327 -0.01427  -0.2206
C -0.97334 3.05576 0.47419  -0.0862
H -1.41393 5.48014 3.91370  0.0897
H -0.33866 4.07383 3.86873  0.0733
H 0.16438 5.55078 4.71856  0.0902
H 2.02508 5.56062 3.52454  0.1237
H 1.86092 6.67728 2.16319  0.1240
H 3.12277 4.80431 1.39003  0.1266
H 1.53579 4.83009 0.61014  0.1024
H 0.92552 3.23512 2.47742  0.0670
H 1.80024 1.29154 1.61086  0.1214
H 3.07303 2.19234 0.80618  0.1168
H 1.56176 1.43150 -0.81236  0.1157
H 1.31842 3.16798 -0.76270  0.1167
H -0.63536 4.01207 0.06772  0.0916
H -0.96781 3.10394 1.56508  0.0744
H -2.00350 2.88446 0.15946  0.0869
C 5.90847 -4.14871 3.04450  -0.1146
O 4.69143 -3.54037 3.42370  -0.1933
C 4.68149 -2.96542 4.72432  -0.2148
C 4.71988 -1.45248 4.68137  -0.2184
N 6.00983 -0.95697 4.22735  -0.0495
C 6.05552 0.46025 3.88387  -0.1952
C 5.09242 1.00202 2.83345  -0.2335
O 5.35039 0.59396 1.50070  -0.1887
C 4.91892 -0.70945 1.17091  -0.1039
H 5.70261 -4.76849 2.17324  0.0882
H 6.67846 -3.41836 2.77119  0.0746
H 6.30227 -4.78501 3.84238  0.0894
H 5.50365 -3.36103 5.32874  0.1231
H 3.74241 -3.26762 5.19509  0.1213
H 4.53103 -1.07262 5.69088  0.1251
H 3.88776 -1.12343 4.04381  0.1011
H 6.31617 -1.49925 3.43161  0.0675
H 7.06966 0.67282 3.53711  0.1227
H 5.91002 1.03987 4.80182  0.1195
H 5.21138 2.08815 2.82665  0.1215
H 4.04201 0.81165 3.08845  0.1030
H 3.97184 -0.95864 1.66027  0.0855
H 5.66137 -1.46995 1.42724  0.0720
H 4.77430 -0.73944 0.09035  0.0863

---

(2)
# C24H50ClNO13S3

6 unconnected molecules or ions with the total composition C24H50ClNO13S3 at a distorted geometry (ωB97M-V/def2-TZVPD, the OMol25 dataset).

**LUMO level**: -0.2 eV
**Gap between HOMO and LUMO**: 8.14 eV
**Maximum force**: 0.1035 hartree/bohr
**Total charge**: 0

Last column: Löwdin charge in e.
Positions of all 92 atoms, in Å:
C 3.68326 -0.82027 -0.03070  -0.0736
C 3.10025 0.52578 -0.28661  -0.2809
C 3.10518 1.42189 0.97809  -0.0569
N 2.84605 2.96771 0.87351  -0.2404
C 3.11886 3.69351 2.22301  -0.0865
C 2.18006 3.16566 3.34934  -0.1331
C 0.69832 3.19647 2.89250  -0.1724
C 0.39008 2.66663 1.49649  -0.1504
C 1.42128 3.22023 0.39689  -0.0639
C 3.82793 3.52632 -0.16802  0.0540
H 3.40556 -1.73775 -0.54957  0.0911
H 3.47256 -1.04130 1.01565  0.0792
H 4.76930 -0.73009 -0.00855  0.0879
H 2.08281 0.56105 -0.67606  0.0373
H 3.67249 0.85460 -1.15408  0.0198
H 4.05991 1.40058 1.50358  0.1322
H 2.40474 1.02358 1.71214  0.1055
H 4.17206 3.52875 2.45039  0.1278
H 2.85496 4.72407 1.98553  0.1272
H 2.54509 2.13910 3.31721  0.0983
H 2.26556 3.70415 4.29316  0.1211
H 0.05035 2.70793 3.62020  0.1211
H 0.36622 4.23376 2.84957  0.1099
H 0.32358 1.58025 1.43785  0.0803
H -0.57321 3.11982 1.26239  0.0806
H 1.28170 2.64692 -0.51959  0.1084
H 1.13112 4.25168 0.19685  0.1343
H 3.50357 4.52488 -0.46085  0.1186
H 3.41966 2.97720 -1.01647  0.0594
H 4.76129 3.08393 0.18015  0.1264
Cl 0.04284 -0.49362 -0.08506  0.7685
O 0.48443 -1.38089 -1.12826  -0.3246
O -1.28276 -0.73682 0.20497  -0.4297
O 0.86841 -0.71170 1.05618  -0.2685
O 0.16122 0.92055 -0.45330  -0.3842
C -2.88175 2.73825 0.28629  -0.2455
C -2.79673 1.63220 -0.70271  -0.1460
C -3.04271 0.35020 0.19177  -0.2812
S -4.37002 0.77595 1.27077  0.6985
O -4.13108 0.47848 2.66068  -0.2975
O -5.60459 0.30420 0.70429  -0.3385
C -4.22172 2.55535 1.00068  -0.1980
H -2.74801 3.74558 -0.10802  0.1228
H -2.08001 2.58451 1.00858  0.0782
H -1.87700 1.52305 -1.27741  0.1058
H -3.62652 1.74301 -1.40075  0.1225
H -2.29281 -0.01778 0.89202  0.0769
H -3.14726 -0.55974 -0.39916  0.0481
H -4.49176 3.09910 1.90594  0.1091
H -4.93109 2.75398 0.19727  0.1006
C 0.53036 -4.68159 -0.56081  -0.2042
C 0.49702 -3.28183 0.11763  -0.2412
C -0.22792 -3.37032 1.47707  -0.1825
S 0.44046 -4.98707 2.25738  0.6942
O -0.49798 -5.75043 3.04747  -0.3375
O 1.64369 -4.48666 2.79111  -0.3370
C 0.76805 -5.76448 0.54868  -0.1799
H 1.18995 -4.95896 -1.38307  0.1129
H -0.41911 -4.89110 -1.05348  0.0100
H -0.18944 -2.75911 -0.54842  0.0493
H 1.51238 -2.89578 0.20777  0.1015
H -1.30303 -3.52689 1.38912  0.0316
H -0.07319 -2.61094 2.24356  0.0942
H 0.03132 -6.51850 0.27158  0.0861
H 1.72917 -6.27693 0.50698  0.0819
C -4.53981 -1.86676 -0.17578  -0.2274
C -4.87675 -2.63931 -1.43323  -0.1934
C -4.41133 -4.13403 -1.29903  -0.1756
S -2.72256 -4.05697 -0.47813  0.8515
O -1.66088 -4.22957 -1.52554  -0.3513
O -2.78588 -4.87582 0.76081  -0.3356
C -3.08338 -2.33619 0.06846  -0.2229
H -5.18593 -2.22029 0.62773  0.1345
H -4.73748 -0.79845 -0.26382  0.0487
H -4.42174 -2.11743 -2.27507  0.1197
H -5.95809 -2.65521 -1.56946  0.1155
H -4.44497 -4.71099 -2.22320  0.0934
H -4.98836 -4.76754 -0.62539  0.0935
H -2.43959 -1.59019 -0.39751  0.0475
H -2.64441 -2.07195 1.03053  0.1149
C 2.60226 3.88266 -4.28810  -0.0087
O 3.57949 3.17384 -3.49037  -0.0233
C 3.57387 1.92823 -2.99213  -0.4959
O 4.48632 1.46806 -2.26154  0.0582
O 2.36410 1.37712 -3.34132  -0.0028
C 1.91832 0.09081 -2.78983  -0.0113
H 1.61745 3.47024 -4.06863  0.0910
H 2.86749 3.63352 -5.31557  0.0974
H 2.60410 4.97055 -4.22036  0.0938
H 1.18297 0.24546 -2.00024  0.0283
H 2.78369 -0.32735 -2.27564  0.0866
H 1.31767 -0.50278 -3.47899  0.1146